[1]
Entry from the Open Molecules 2025 dataset: an isolated molecule of C11H20N2O3S (ωB97M-V/def2-TZVPD).

Atoms and positions in Å:
C 4.175 2.608 0.206
S 3.737 1.257 -0.927
C 3.806 -0.154 0.226
C 2.579 -0.252 1.122
C 1.318 -0.516 0.306
N 0.130 -0.233 1.099
C -1.080 0.004 0.514
O -1.231 -0.126 -0.697
N -2.056 0.398 1.363
C -3.444 0.604 0.976
C -3.608 1.729 -0.065
C -4.731 1.247 -0.978
C -4.445 -0.247 -1.092
C -4.091 -0.649 0.340
C 1.283 -1.974 -0.216
O 2.082 -2.802 0.128
O 0.301 -2.225 -1.058
H 4.232 3.510 -0.395
H 3.409 2.723 0.968
H 5.141 2.402 0.659
H 4.715 -0.049 0.817
H 3.887 -1.042 -0.397
H 2.456 0.672 1.692
H 2.731 -1.080 1.820
H 1.298 0.149 -0.571
H 0.222 -0.282 2.099
H -1.833 0.472 2.341
H -3.968 0.866 1.898
H -2.687 1.810 -0.640
H -3.818 2.690 0.402
H -5.701 1.412 -0.506
H -4.723 1.751 -1.943
H -5.287 -0.813 -1.484
H -3.580 -0.401 -1.736
H -3.409 -1.497 0.367
H -4.991 -0.918 0.894
H -0.309 -1.438 -1.162

Properties
SMILES string = CSCC[C@H](NC(=O)NC1CCCC1)C(=O)O
Total charge = 0
Energy = -31691.2335 eV
Relative energy (zero: lowest compared OMol25 entry of this formula, charge and spin) = 0.0 kcal per mole
HOMO energy = -8.7 eV
Frontier orbital gap = 9.1 eV



[2]
Entry from the Open Molecules 2025 dataset: an isolated molecule of C11H20N4 in a non-equilibrium geometry (ωB97M-V/def2-TZVPD).

Atoms and positions in Å:
C 2.998 0.443 1.781
C 1.828 -0.448 1.427
C 2.193 -1.925 1.271
C 1.010 0.352 0.169
C 0.730 1.680 0.595
N 0.594 2.763 0.904
C 1.826 0.021 -0.965
N 2.559 -0.257 -1.810
C -0.482 -0.386 -0.091
N -0.972 -0.793 1.195
N -0.437 -1.654 -0.832
C -1.585 0.565 -0.905
C -1.023 1.356 -2.083
C -2.219 1.545 0.029
C -2.674 -0.399 -1.440
H 3.517 0.624 0.873
H 3.636 -0.171 2.486
H 2.689 1.351 2.244
H 1.166 -0.287 2.220
H 2.773 -2.200 0.399
H 1.263 -2.456 1.252
H 2.700 -2.414 2.152
H -1.177 -0.006 1.747
H -1.665 -1.436 1.078
H 0.078 -2.414 -0.341
H -0.115 -1.593 -1.795
H -0.285 0.971 -2.748
H -0.662 2.265 -1.726
H -1.747 1.652 -2.822
H -2.736 0.858 0.731
H -3.215 1.830 -0.475
H -1.554 2.402 0.207
H -3.102 -1.137 -0.670
H -2.385 -0.943 -2.277
H -3.524 0.243 -1.782

Properties
SMILES string = CC(C)C(C#N)(C#N)C(N)(N)C(C)(C)C
Total charge = 0
Energy = -17689.2937 eV
Relative energy (zero: lowest compared OMol25 entry of this formula, charge and spin) = 51.8 kcal per mole
HOMO energy = -9.5 eV
Frontier orbital gap = 10.2 eV



[3]
Entry from the Open Molecules 2025 dataset: a cluster of 3 separate species, C11H20NO7P in total (ωB97M-V/def2-TZVPD).

Atoms and positions in Å:
C 3.555 0.224 1.772
C 2.306 0.908 1.280
C 1.291 1.290 2.336
O 0.059 1.256 1.597
C 0.221 0.378 0.584
O -0.655 -0.020 -0.120
O 1.512 0.015 0.468
H 4.041 -0.303 0.952
H 4.252 0.959 2.172
H 3.326 -0.504 2.552
H 2.556 1.771 0.658
H 1.439 2.280 2.760
H 1.231 0.548 3.136
C -0.545 0.125 -3.334
C 0.230 1.358 -3.716
C 1.215 1.226 -4.858
O 2.202 2.214 -4.525
C 2.190 2.370 -3.180
O 3.006 2.971 -2.558
O 1.121 1.741 -2.644
H -0.907 0.252 -2.316
H -1.385 -0.037 -4.009
H 0.095 -0.758 -3.351
H -0.443 2.202 -3.892
H 0.795 1.434 -5.838
H 1.699 0.246 -4.862
C -3.016 0.332 2.027
C -3.253 -1.148 2.078
O -4.325 -1.659 1.900
N -2.061 -1.955 2.309
C -1.811 -2.803 1.121
P -2.240 -2.773 3.820
H -2.120 0.609 2.580
H -2.825 0.587 0.977
H -3.892 0.873 2.395
H -0.752 -3.074 1.101
H -2.436 -3.702 1.123
H -2.032 -2.233 0.214
H -2.747 -4.015 3.368
H -0.895 -3.185 3.920

Properties
SMILES string = C[C@@H]1COC(=O)O1.C[C@@H]1COC(=O)O1.CC(=O)N(C)P
Total charge = 0
Energy = -36842.8093 eV
HOMO energy = -9.3 eV
Frontier orbital gap = 10.0 eV